(1)
{"formula": "C25H50F6N5O10V", "method": "ωB97M-V with the def2-TZVPD basis set", "symbols": ["O", "V", "C", "O", "O", "C", "F", "F", "F", "C", "C", "H", "H", "H", "H", "H", "H", "C", "O", "O", "C", "F", "F", "F", "C", "C", "H", "H", "H", "H", "H", "H", "C", "C", "C", "C", "C", "C", "N", "O", "C", "C", "C", "H", "H", "H", "H", "H", "H", "H", "H", "H", "H", "H", "H", "H", "H", "H", "H", "H", "H", "O", "C", "N", "C", "H", "H", "H", "H", "H", "O", "C", "N", "C", "H", "H", "H", "H", "H", "O", "C", "N", "C", "H", "H", "H", "H", "H", "O", "C", "N", "C", "H", "H", "H", "H", "H"], "coordinates": [[-0.2484, -0.0455, -0.1263], [-0.9710, -1.3383, -0.6922], [-4.1001, 0.5788, -0.7277], [-4.4759, 0.3228, -2.0414], [-2.9316, -0.1320, -0.4412], [-4.2323, 2.1779, -0.3466], [-3.5756, 2.4670, 0.8287], [-3.9190, 3.0464, -1.3133], [-5.5565, 2.4100, -0.0455], [-5.8282, 0.1879, -2.4851], [-5.6409, -0.6559, -3.7602], [-5.0359, -0.1359, -4.5030], [-5.2435, -1.6607, -3.6167], [-6.6288, -0.7704, -4.2062], [-6.1682, 1.2179, -2.5923], [-6.4592, -0.3641, -1.7885], [-4.8510, 0.0754, -0.1187], [-0.1217, -2.6332, 2.3317], [0.9878, -1.9127, 1.8056], [-1.0121, -2.5994, 1.2378], [0.1803, -4.0711, 2.9798], [-0.9175, -4.8645, 3.1182], [0.9357, -4.7721, 2.1398], [0.7991, -3.8975, 4.1612], [2.1821, -1.6595, 2.5698], [3.1728, -0.9613, 1.5315], [3.3779, -1.6554, 0.7165], [2.7704, -0.0481, 1.0930], [4.0937, -0.6498, 2.0244], [2.6286, -2.6381, 2.7463], [1.9571, -1.1303, 3.4957], [-0.4327, -1.8955, 3.0713], [3.3496, 1.9795, 5.1822], [2.3631, 2.7687, 4.2430], [3.0118, 2.8061, 2.9177], [2.0488, 3.3140, 1.7393], [0.7929, 2.4898, 1.7562], [0.1315, 2.3952, 3.1434], [1.0494, 2.0740, 4.3055], [0.3742, 1.8453, 5.5882], [-0.6041, 3.6956, 3.2256], [-0.9764, 1.3383, 2.9999], [2.3586, 4.2007, 4.7611], [3.6112, 0.9457, 4.9563], [2.9597, 1.9623, 6.1999], [4.3000, 2.5123, 5.2158], [3.8950, 3.4449, 2.9085], [3.4567, 1.8947, 2.5183], [2.4982, 3.0373, 0.7856], [1.9031, 4.3939, 1.7653], [0.9218, 1.4669, 1.4022], [0.1346, 3.0589, 1.0998], [-1.2938, 3.7706, 4.0663], [0.0937, 4.5301, 3.2953], [-1.1413, 3.9562, 2.3137], [-1.4728, 1.5520, 2.0533], [-0.5966, 0.3172, 2.9660], [-1.7942, 1.2969, 3.7193], [1.7758, 4.4053, 5.6592], [2.1071, 4.9856, 4.0478], [3.4156, 4.3805, 4.9578], [1.6370, 1.1728, -1.8221], [2.7242, 1.5017, -2.3461], [2.7114, 2.5235, -3.2090], [4.0972, 1.0664, -1.9306], [1.8289, 2.9649, -3.4245], [3.6025, 2.8653, -3.5396], [4.7758, 0.7706, -2.7307], [3.9682, 0.2175, -1.2593], [4.5461, 1.7783, -1.2379], [-1.7617, -3.0757, -2.0398], [-2.0694, -3.9956, -2.7972], [-2.4470, -5.1093, -2.2683], [-1.9990, -3.8696, -4.2758], [-2.4431, -5.2263, -1.2651], [-2.7622, -5.8379, -2.8927], [-1.6439, -2.8499, -4.4251], [-3.0194, -3.8938, -4.6583], [-1.4442, -4.6689, -4.7670], [0.8956, -2.2272, -1.1970], [1.5023, -3.1971, -1.5420], [1.6602, -4.1672, -0.7638], [2.0469, -3.3529, -2.9315], [2.2428, -4.9613, -0.9873], [1.3675, -3.9385, 0.1754], [1.8472, -4.3832, -3.2260], [3.1117, -3.1906, -2.7642], [1.6397, -2.7798, -3.7644], [-1.0174, -0.3518, -2.6797], [-1.2177, 0.2088, -3.7739], [-2.4342, 0.6938, -4.1692], [-0.0840, 0.1924, -4.7657], [-3.1436, 0.6437, -3.4520], [-2.6780, 1.0842, -5.0683], [-0.3192, -0.5900, -5.4873], [0.8473, 0.0569, -4.2157], [0.0231, 1.1146, -5.3369]], "mulliken_spin": [-0.29, 1.27, -0.01, 0.00, 0.00, 0.00, 0.00, 0.00, 0.00, 0.00, 0.00, 0.00, 0.00, 0.00, 0.00, 0.00, 0.00, 0.01, -0.02, 0.00, 0.00, 0.00, 0.00, 0.00, 0.01, 0.00, 0.00, 0.00, 0.00, 0.00, -0.01, 0.00, 0.00, -0.04, 0.03, -0.01, 0.03, -0.01, 0.38, 0.58, 0.02, -0.04, 0.03, -0.01, 0.00, 0.00, 0.00, 0.00, 0.00, 0.00, 0.00, 0.00, 0.00, 0.00, 0.00, 0.00, 0.02, 0.00, 0.00, 0.00, 0.00, 0.00, 0.00, 0.00, 0.00, 0.00, 0.00, 0.00, 0.00, 0.00, 0.01, 0.00, 0.00, 0.00, 0.00, 0.00, 0.00, 0.00, 0.00, 0.00, 0.00, 0.00, 0.00, 0.00, 0.00, 0.00, 0.00, 0.00, 0.01, 0.00, 0.00, 0.00, 0.00, 0.00, 0.00, 0.00, 0.00], "e_lumo_ha": [-0.0019, -0.0019], "mol_weight_g_mol": 745.632, "gap_ev": [7.34, 7.35], "fmax_ha_per_bohr": 0.12250, "multiplicity": 3}

---

(2)
{"formula": "C18H22ClN3O2", "method": "ωB97M-V with the def2-TZVPD basis set", "symbols": ["C", "O", "C", "C", "H", "H", "C", "N", "C", "O", "N", "C", "C", "C", "C", "C", "C", "H", "Cl", "H", "H", "H", "H", "C", "C", "N", "C", "C", "C", "C", "H", "H", "H", "H", "C", "H", "H", "H", "H", "H", "H", "H", "H", "H", "H", "H"], "coordinates": [[1.9090, 2.9093, -1.1111], [0.6305, 2.8740, -0.9463], [0.2638, 3.7496, 0.1512], [-1.2643, 3.2629, 0.5640], [-1.9022, 3.0366, -0.4648], [-1.7796, 4.0099, 1.2609], [-1.4706, 1.8645, 1.5633], [-0.9656, 0.8425, 0.5369], [0.3183, 0.4812, 0.7256], [1.1513, 1.0274, 1.5542], [0.6853, -0.4691, 0.1483], [1.9058, -1.1189, -0.0828], [2.1525, -2.6134, -0.7725], [3.3869, -2.9326, -0.7953], [4.5023, -2.4342, -0.4688], [4.3153, -1.2455, 0.4552], [3.1952, -0.7670, 0.5708], [3.0457, 0.2708, 1.1377], [5.9080, -0.3326, 0.8872], [5.4517, -2.8246, -0.3557], [3.3964, -3.9654, -1.4483], [1.1235, -2.8113, -0.8940], [-0.0096, -1.1387, -0.1890], [-1.9354, 0.3653, -0.1758], [-2.3729, -0.8997, -0.2223], [-1.5100, -2.0808, -0.2967], [-1.9698, -3.5105, 0.0297], [-3.1406, -3.4354, 0.6405], [-4.0766, -2.5637, 1.1084], [-3.5557, -1.2846, 0.7372], [-4.1975, -0.2830, 0.8542], [-4.9709, -2.7144, 1.3732], [-3.4268, -4.5706, 0.9315], [-1.3174, -4.2449, -0.2646], [-1.3671, 0.3146, -1.7798], [-0.7410, 1.5112, -1.8712], [-2.1424, 0.3684, -2.6523], [-0.6806, -0.4315, -1.7508], [-2.7536, 1.0302, -0.2805], [-0.8409, 2.2090, 2.3607], [-2.3242, 1.7456, 1.9078], [0.0250, 4.8014, 0.1573], [0.6949, 3.4219, 1.0406], [1.9822, 2.1259, -2.0308], [2.0962, 3.9881, -1.4939], [2.5756, 2.4624, -0.3489]], "mulliken_charge": [-0.91, -0.15, -0.83, -0.40, 0.17, 0.52, -1.43, 0.55, 0.57, -0.82, 0.70, 0.72, -0.40, -0.56, -0.60, 0.41, -0.47, 0.24, -0.25, 0.44, 0.11, 0.45, -0.43, -1.10, -0.03, -0.42, -0.47, -0.05, -1.01, -0.12, 0.17, 0.60, 0.10, 0.53, -0.68, 0.10, 0.32, 0.54, 0.94, 0.39, 0.80, 0.53, 0.39, 0.17, 0.36, 0.33], "e_lumo_ha": -0.0204, "mol_weight_g_mol": 347.846, "gap_ev": 7.36, "e_above_lowest_kj_mol": 1801.6, "fmax_ha_per_bohr": 0.33660}

---

(3)
{"formula": "C22H56O20Tl", "method": "ωB97M-V with the def2-TZVPD basis set", "symbols": ["Tl", "C", "C", "C", "O", "C", "C", "C", "O", "O", "O", "H", "H", "C", "O", "H", "H", "H", "H", "C", "O", "H", "H", "H", "H", "C", "O", "H", "H", "H", "H", "C", "O", "H", "H", "H", "H", "C", "O", "H", "H", "H", "H", "C", "O", "H", "H", "H", "H", "C", "C", "O", "O", "H", "H", "H", "H", "H", "H", "C", "C", "O", "O", "H", "H", "H", "H", "H", "H", "C", "C", "O", "O", "H", "H", "H", "H", "H", "H", "C", "C", "O", "O", "H", "H", "H", "H", "H", "H", "C", "C", "O", "O", "H", "H", "H", "H", "H", "H"], "coordinates": [[0.5593, -6.8776, -2.1233], [1.3028, -0.2636, 0.7500], [0.7426, 0.9200, 0.4633], [-0.6496, 1.1146, -0.1784], [-1.2841, 2.2280, -0.3018], [-1.3578, 0.0475, -0.6119], [-0.8477, -1.3545, -0.3585], [0.5260, -1.4931, 0.4398], [0.9587, -2.6487, 0.6190], [-1.4004, -2.3911, -0.7143], [1.5843, 1.8657, 0.7099], [2.2762, -0.3665, 1.2065], [-2.2606, 0.2426, -1.1715], [-0.8678, 5.1439, -6.0165], [0.4370, 4.7739, -6.4289], [-1.6452, 5.1418, -6.7806], [-1.1502, 4.5767, -5.1296], [-0.8440, 6.2013, -5.7531], [0.9332, 4.5411, -5.6408], [7.6942, -4.0604, 2.6379], [6.3599, -4.1666, 2.1257], [8.3230, -4.7173, 2.0370], [8.0705, -3.0374, 2.6295], [7.6852, -4.3675, 3.6837], [6.1635, -3.5657, 1.4032], [2.2707, -3.8615, 5.3779], [1.1946, -4.6111, 4.9687], [2.2531, -3.6448, 6.4460], [3.1343, -4.4626, 5.0935], [2.3552, -2.8723, 4.9280], [1.2087, -4.5559, 4.0104], [-0.3031, 2.0406, 5.5215], [-0.9802, 2.4985, 6.6797], [-0.2838, 0.9522, 5.4668], [-0.7737, 2.5433, 4.6766], [0.7575, 2.2919, 5.5121], [-0.8375, 1.8664, 7.3880], [-5.8337, 4.5143, -3.8193], [-5.3548, 5.3419, -2.7752], [-6.1356, 3.5663, -3.3741], [-6.7060, 4.9616, -4.2960], [-5.1684, 4.2967, -4.6548], [-4.5651, 4.9589, -2.3862], [-7.4282, 0.2306, 0.2673], [-8.8645, 0.3347, 0.3344], [-7.0699, 1.2599, 0.2491], [-7.0200, -0.1922, 1.1852], [-7.1377, -0.3602, -0.6015], [-9.1404, 0.8357, 1.1055], [-6.4328, -5.6466, -0.9917], [-5.4182, -6.5896, -0.3614], [-4.5908, -7.3456, -1.2788], [-7.4009, -6.3977, -1.6782], [-5.9935, -4.9387, -1.6946], [-6.8973, -5.0768, -0.1869], [-5.8509, -7.3552, 0.2825], [-4.7485, -6.0205, 0.2834], [-5.0794, -8.0600, -1.6940], [-7.6060, -5.8465, -2.4369], [-4.3072, -1.2253, -6.0876], [-3.1938, -0.4433, -6.7827], [-2.2687, -1.2505, -7.3727], [-4.8226, -2.1702, -6.9311], [-5.0838, -0.6798, -5.5514], [-3.8431, -1.8268, -5.3060], [-2.7015, 0.2239, -6.0752], [-3.7774, 0.1646, -7.4741], [-1.6088, -1.5669, -6.7514], [-5.4283, -1.7486, -7.5451], [5.0258, 6.2217, 4.7235], [6.4884, 5.6571, 4.6710], [6.8010, 5.0124, 3.4854], [4.6686, 7.0655, 3.6163], [4.7813, 6.7319, 5.6551], [4.4150, 5.3225, 4.6427], [6.6191, 5.0680, 5.5787], [7.2150, 6.4686, 4.7099], [7.4182, 4.3036, 3.6811], [4.6412, 7.9792, 3.9094], [1.3274, 10.1291, -1.0058], [0.4646, 8.9144, -0.7105], [1.0925, 7.6837, -1.1975], [2.7012, 10.0883, -0.5491], [0.8490, 11.0530, -0.6807], [1.3766, 10.3028, -2.0807], [-0.5014, 9.0925, -1.1831], [0.2811, 8.9164, 0.3640], [0.4279, 7.0005, -1.0829], [3.1545, 10.8807, -0.8462], [6.3684, -9.8049, 1.5027], [4.9511, -9.3685, 1.9351], [4.3900, -8.3468, 1.1114], [6.2464, -10.7323, 0.4461], [6.8177, -10.2897, 2.3694], [7.0284, -8.9806, 1.2323], [4.9829, -8.9761, 2.9515], [4.3149, -10.2530, 1.9657], [4.7924, -7.5087, 1.3509], [7.0345, -11.2509, 0.2683]], "mulliken_charge": [1.00, -0.12, 0.28, 0.33, -0.53, -0.23, 0.35, 0.48, -0.59, -0.56, -0.50, 0.55, 0.53, -0.49, -0.50, 0.25, 0.16, 0.28, 0.30, -0.49, -0.49, 0.23, 0.26, 0.21, 0.29, -0.49, -0.48, 0.24, 0.24, 0.20, 0.30, -0.45, -0.51, 0.22, 0.18, 0.26, 0.30, -0.46, -0.48, 0.21, 0.24, 0.21, 0.29, -0.45, -0.52, 0.24, 0.25, 0.19, 0.29, -0.27, -0.46, -0.56, -0.50, 0.29, 0.24, 0.32, 0.31, 0.31, 0.32, -0.40, -0.29, -0.49, -0.50, 0.33, 0.20, 0.24, 0.29, 0.30, 0.31, -0.39, -0.31, -0.50, -0.50, 0.35, 0.20, 0.32, 0.24, 0.31, 0.29, -0.52, -0.30, -0.51, -0.53, 0.36, 0.32, 0.31, 0.27, 0.29, 0.31, -0.21, -0.50, -0.49, -0.53, 0.29, 0.25, 0.31, 0.29, 0.28, 0.30], "e_lumo_ha": -0.2682, "mol_weight_g_mol": 845.053, "gap_ev": 3.55, "e_above_lowest_kj_mol": 243.3, "fmax_ha_per_bohr": 0.12608, "total_charge": 1}

---

(4)
{"formula": "C8H8Cl4CuF12MgNaO12S4", "method": "ωB97M-V with the def2-TZVPD basis set", "symbols": ["Na", "Cu", "Mg", "C", "F", "F", "F", "S", "O", "O", "O", "C", "F", "F", "F", "S", "O", "O", "O", "C", "F", "F", "F", "S", "O", "O", "O", "C", "F", "F", "F", "S", "O", "O", "O", "Cl", "C", "C", "Cl", "H", "H", "H", "H", "Cl", "C", "C", "Cl", "H", "H", "H", "H"], "coordinates": [[-3.2485, -2.5695, -2.6526], [-2.2258, 2.8141, -0.6784], [0.6290, 0.1743, -3.2416], [2.1845, 2.2786, 0.0823], [1.4205, 2.0605, 1.1339], [3.0718, 3.2089, 0.3609], [2.7820, 1.1850, -0.3174], [1.1210, 2.9096, -1.3076], [1.1604, 1.9062, -2.3339], [-0.2635, 2.9716, -0.7500], [1.6124, 4.1843, -1.6528], [-0.3396, -1.2518, 0.9377], [-0.3015, -2.5595, 0.8365], [-1.0428, -0.8806, 1.9854], [0.8914, -0.7509, 1.0275], [-1.1666, -0.5715, -0.5503], [-1.7240, 0.7047, -0.1595], [-0.1266, -0.4570, -1.5557], [-2.1445, -1.5541, -0.9172], [-3.0851, 1.9266, -5.0114], [-2.1347, 2.7545, -5.4228], [-4.1771, 2.5986, -4.7001], [-3.3349, 1.0198, -5.9252], [-2.4774, 1.0640, -3.5022], [-3.0747, -0.2326, -3.5026], [-1.0390, 1.0471, -3.5865], [-2.9230, 1.8764, -2.3629], [1.0001, -3.9795, -4.0874], [0.3646, -5.0695, -3.7201], [1.6592, -3.4982, -3.0100], [1.8604, -4.2475, -5.0326], [-0.2156, -2.7069, -4.6735], [-1.4569, -3.0154, -4.0044], [0.3450, -1.4090, -4.2171], [-0.2174, -2.8151, -6.0852], [5.4728, -1.1123, 5.1313], [4.1409, -0.4975, 4.1450], [2.7755, -0.6313, 4.7655], [2.2899, -2.3344, 4.9632], [4.1390, -0.9646, 3.1613], [4.3371, 0.5638, 3.9634], [2.0667, -0.1709, 4.0734], [2.6347, -0.1179, 5.7131], [-0.2578, 0.0506, 6.9686], [-0.6914, 0.4685, 5.2925], [-2.0777, 1.0837, 5.3427], [-2.6530, 1.4817, 3.7014], [-0.7282, -0.4422, 4.7074], [0.0453, 1.1798, 4.9365], [-2.1130, 1.9709, 5.9649], [-2.7641, 0.3558, 5.7666]], "mulliken_spin": [0.00, 0.70, -0.01, 0.00, 0.00, 0.00, 0.00, 0.01, 0.01, 0.16, 0.04, 0.00, 0.00, 0.00, 0.00, -0.01, 0.01, 0.00, 0.00, 0.00, 0.00, 0.00, 0.00, 0.00, 0.01, 0.01, 0.07, 0.00, 0.00, 0.00, 0.00, 0.00, 0.00, 0.00, 0.00, 0.00, 0.00, 0.00, 0.00, 0.00, 0.00, 0.00, 0.00, 0.00, 0.00, 0.00, 0.00, 0.00, 0.00, 0.00, 0.00], "e_lumo_ha": [-0.2137, -0.3273], "mol_weight_g_mol": 905.037, "gap_ev": [6.65, 3.56], "fmax_ha_per_bohr": 0.06385, "multiplicity": 2, "total_charge": 1}